i | ORCA calculation (the ωB97M-V functional and the def2-TZVPD basis) on a 2-piece molecular cluster, C4H12O2 overall.

Geometry (Å):
C 0.84 -2.35 -2.13
O -0.04 -2.30 -1.02
H 1.28 -1.37 -2.33
H 1.67 -3.04 -1.94
H 0.29 -2.71 -3.00
H 0.10 -1.46 -0.57
C 0.29 1.90 1.71
C -0.13 0.63 1.02
C -1.53 0.72 0.42
O 0.83 0.28 0.00
H -0.51 2.23 2.38
H 0.52 2.69 1.00
H 1.15 1.72 2.36
H -0.08 -0.21 1.72
H -1.82 -0.24 0.00
H -1.58 1.54 -0.29
H -2.24 0.93 1.23
H 0.96 1.05 -0.55

- HOMO (eV) = -9.778
- net charge = 0
- LUMO (eV) = 0.9
- gap between HOMO and LUMO (eV) = 10.63
- SMILES string = CC(C)O.CO
- multiplicity = 1

Atomic partial charges in e from the Mulliken method, atoms 1 to 2: number 1, C, carries -0.554; number 2, O, carries -0.558

***

ii | ORCA calculation (the ωB97M-V functional and the def2-TZVPD basis) on a 2-piece molecular cluster, C4H12O2 overall.

Geometry (Å):
C 1.08 0.86 1.45
C 0.63 0.31 0.12
C 0.50 -1.20 0.02
C 0.07 -1.59 -1.40
O 1.71 -1.85 0.44
H 0.47 0.54 2.31
H 2.11 0.66 1.74
H 0.99 1.95 1.47
H 1.33 0.64 -0.66
H -0.33 0.71 -0.20
H -0.25 -1.61 0.70
H -0.94 -1.22 -1.53
H 0.06 -2.67 -1.56
H 0.79 -1.15 -2.09
H 2.43 -1.22 0.31
H -3.44 2.64 0.36
H -3.04 3.62 -0.72
O -3.44 2.76 -0.60

- HOMO (eV) = -10.098
- net charge = 0
- LUMO (eV) = 0.7
- gap between HOMO and LUMO (eV) = 10.77
- SMILES string = CC[C@@H](C)O.O
- multiplicity = 1

Atomic partial charges in e from the Mulliken method, atoms 1 to 2: number 1, C, carries -1.157; number 2, C, carries -0.587

***

The least stable of the structures above is i, whereas ii is the most stable.